Formula: C10H11ClO2
Source: the Open Molecules 2025 dataset
Level of theory: ωB97M-V/def2-TZVPD

Positions of all 24 atoms, in Å:
1 C -2.87631 -1.44486 0.28298
2 C -1.54974 -1.01983 -0.73025
3 O -1.72420 -0.95495 -1.90569
4 C 0.17939 -0.75774 -0.58042
5 C 0.29327 0.73425 -0.85763
6 C 0.81976 1.51111 -1.90170
7 C 0.63831 2.84642 -1.52364
8 C 0.07522 2.85429 -0.25091
9 O -0.19411 1.53079 0.06934
10 C 0.90247 -1.34017 0.61860
11 Cl 0.88453 -3.08914 0.47889
12 C 0.70304 -0.66920 1.97356
13 C 2.07613 -0.69584 1.37847
14 H -2.30532 -2.24002 0.84479
15 H -3.08295 -0.49038 0.71918
16 H -3.48834 -1.74656 -0.49752
17 H 0.61246 -1.20834 -1.51344
18 H 1.23642 1.04166 -2.72292
19 H 0.83852 3.80737 -1.96568
20 H -0.21485 3.64971 0.48384
21 H 0.41018 -1.27560 2.73440
22 H 0.20746 0.21585 2.11546
23 H 2.68560 0.07439 1.02239
24 H 2.87305 -1.33322 1.72793

Properties
structure (SMILES)	CC(=O)[C@@H](c1ccco1)C1(Cl)CC1
relative energy (zero: lowest compared OMol25 entry of this formula, charge and spin)	235.9	kJ/mol
frontier orbital gap	9.205	eV
strongest force on any atom	0.120	hartree/bohr

=====

Formula: C3H12O3
Source: the Open Molecules 2025 dataset
Level of theory: ωB97M-V/def2-TZVPD

Positions of all 18 atoms, in Å:
1 C -1.59403 0.53572 -1.30671
2 C -2.10944 -0.40203 -0.21943
3 C -2.05060 0.04726 1.19510
4 H -0.80379 1.19030 -0.83850
5 H -1.13805 -0.01284 -2.13994
6 H -2.37608 1.18991 -1.74354
7 H -2.82532 -1.16431 -0.54820
8 H -2.58183 -0.53154 1.97143
9 H -1.72843 1.02962 1.47082
10 H 3.88663 -0.56684 -0.70018
11 H 2.27983 -0.69105 -0.35415
12 O 3.15633 -0.10977 -0.30411
13 H 0.71199 0.26329 0.51402
14 H 1.74456 1.32806 0.79729
15 O 0.77558 1.20808 0.87903
16 H -1.15765 -0.68348 0.53019
17 H 0.52354 -1.86340 0.41627
18 O 0.81672 -1.16999 -0.24859

Properties
relative energy (zero: lowest compared OMol25 entry of this formula, charge and spin)	429.4	kJ/mol
frontier orbital gap	6.905	eV
strongest force on any atom	0.087	hartree/bohr

=====

Formula: C18H23N3O5S
Source: the Open Molecules 2025 dataset
Level of theory: ωB97M-V/def2-TZVPD

Positions of all 50 atoms, in Å:
1 C 5.63560 3.12720 -0.51110
2 O 5.78375 2.37596 0.50396
3 C 4.96030 1.09847 0.48176
4 C 4.12757 0.53234 -0.69975
5 C 3.36491 -0.57782 -0.40554
6 C 3.42822 -1.41805 0.83852
7 C 2.63142 -2.47999 0.64636
8 N 1.33465 -2.49622 0.72328
9 C 0.49263 -2.44137 -0.16129
10 O 0.81669 -3.08809 -1.36135
11 C -0.97727 -2.09003 0.17242
12 C -1.30887 -1.25953 0.99580
13 C -2.76533 -1.02054 0.84574
14 S -3.71938 0.16671 1.62028
15 O -5.11238 -0.59671 1.62287
16 O -3.14839 0.65375 2.84124
17 N -3.92944 1.49820 0.81992
18 C -4.55408 1.41651 -0.46393
19 C -3.67168 1.44750 -1.85733
20 O -2.87840 2.52483 -1.79156
21 C -2.68222 3.18810 -0.50195
22 C -2.55059 2.23162 0.44366
23 C -2.98902 -1.73774 -0.29514
24 N -2.02293 -2.44264 -0.54911
25 C -2.05570 -3.52635 -1.76125
26 C 4.29199 -0.83980 1.60458
27 C 4.94892 0.35614 1.55301
28 H 4.72533 3.48618 -0.79119
29 H 5.99047 2.71279 -1.59326
30 H 6.10280 4.03446 -0.30799
31 H 4.13557 1.15561 -1.40441
32 H 2.88466 -0.92349 -1.23900
33 H 2.94093 -3.10217 1.54554
34 H 3.03659 -3.23242 -0.17178
35 H 0.93311 -1.96285 1.67637
36 H -0.86647 -0.57745 1.68078
37 H -5.16891 0.65136 -0.55755
38 H -5.41307 2.38080 -0.35781
39 H -4.16854 1.48284 -2.64953
40 H -2.89767 0.51680 -1.52822
41 H -3.41431 4.17146 -0.25358
42 H -1.82257 3.93012 -0.48937
43 H -1.76200 1.53921 0.67259
44 H -2.40133 2.74790 1.59336
45 H -4.07029 -1.87410 -0.87114
46 H -2.77809 -3.12893 -2.33656
47 H -2.38642 -4.34300 -1.19081
48 H -1.05914 -3.62242 -1.86535
49 H 4.34257 -1.26882 2.63486
50 H 5.66577 0.62368 2.44994

Properties
structure (SMILES)	COc1ccc(CNC(=O)c2cc(S(=O)(=O)N3CCOCC3)cn2C)cc1
relative energy (zero: lowest compared OMol25 entry of this formula, charge and spin)	1816.0	kJ/mol
frontier orbital gap	9.173	eV
strongest force on any atom	0.270	hartree/bohr

=====

Formula: C12H44N10O9
Source: the Open Molecules 2025 dataset
Level of theory: ωB97M-V/def2-TZVPD

Positions of all 75 atoms, in Å:
1 C 3.28905 2.89491 2.89727
2 C 2.71409 1.44426 3.09683
3 C 3.74534 0.31305 3.15236
4 O 3.04569 -0.88981 3.07077
5 C 3.85678 -1.99923 3.00520
6 N 1.88513 1.28566 4.30424
7 H 2.62485 3.60858 3.38472
8 H 3.52584 3.31113 1.91809
9 H 4.28127 3.03484 3.32624
10 H 1.92869 1.14211 2.40404
11 H 4.34254 0.31880 4.06418
12 H 4.47489 0.40607 2.34787
13 H 3.30194 -2.91631 3.20325
14 H 4.59564 -1.90176 3.80061
15 H 4.16051 -2.22094 1.98212
16 H 1.98121 0.28566 4.40846
17 H 2.22954 1.71993 5.14857
18 C -0.53236 -3.04265 -6.78316
19 C -1.18001 -1.69400 -6.57639
20 C -0.53745 -0.89740 -5.45987
21 O -1.09541 -1.36705 -4.30478
22 C -0.80092 -0.67394 -3.08385
23 N -1.22146 -1.02877 -7.80370
24 H -0.76366 -3.75260 -5.98908
25 H 0.54396 -3.06608 -6.95370
26 H -1.12159 -3.39511 -7.62973
27 H -2.23387 -1.89515 -6.38401
28 H -0.88882 0.12175 -5.62099
29 H 0.54742 -0.91573 -5.56383
30 H 0.23499 -0.36782 -3.22968
31 H -0.90244 -1.32848 -2.21819
32 H -1.49503 0.15447 -2.94223
33 H -0.22215 -1.00743 -7.94870
34 H -1.55573 -0.09353 -7.62014
35 O -0.17334 -0.28246 0.62644
36 H -0.56320 0.15870 1.38116
37 H -0.58514 0.13098 -0.13232
38 O 2.10403 0.11676 -0.76735
39 H 1.92762 -0.62036 -1.35195
40 H 1.47758 0.01054 -0.05145
41 O -1.10089 0.98826 3.04500
42 H -0.43704 1.32071 3.64917
43 H -1.89786 0.93091 3.57205
44 C -3.10485 3.59501 1.73256
45 O -3.69811 4.31038 0.96560
46 N -1.95185 3.11644 1.51164
47 N -3.48009 3.16602 2.87642
48 H -1.55903 3.23445 0.58867
49 H -1.69122 2.32141 2.07741
50 H -2.72820 2.89738 3.49496
51 H -4.36438 3.47578 3.25350
52 C -3.31903 -1.39596 0.65384
53 O -4.07726 -0.48027 0.36846
54 N -3.12917 -1.79567 1.88064
55 N -2.64919 -2.14617 -0.22951
56 H -3.50003 -1.27685 2.66383
57 H -2.27868 -2.29145 2.10639
58 H -2.07622 -2.87373 0.17356
59 H -2.50915 -1.81787 -1.17434
60 C -0.19548 3.15111 -1.67377
61 O -1.07124 2.57803 -1.06063
62 N -0.23450 4.30878 -2.18703
63 N 1.06323 2.73169 -1.78602
64 H -1.09542 4.83334 -2.12580
65 H 0.58889 4.88128 -2.30691
66 H 1.34438 1.78710 -1.56515
67 H 1.73881 3.35267 -2.20801
68 C -0.26278 -3.66288 2.49879
69 O -1.21781 -4.00842 1.71634
70 N -0.03876 -4.28618 3.58574
71 N 0.41821 -2.52849 2.30382
72 H -0.69844 -5.00750 3.83997
73 H 0.70726 -4.21611 4.26297
74 H 0.28409 -1.85876 1.55980
75 H 1.27614 -2.43595 2.82870

Properties
frontier orbital gap (alpha / beta)	1.919 / 8.765	eV
net charge	-1
strongest force on any atom	0.152	hartree/bohr
expectation value of S²	0.750
spin multiplicity	2

=====

Q: Among the records above, which one has the lowest strongest force on any atom?
A: C3H12O3